This record from the Open Molecules 2025 dataset describes a cluster of 3 separate species, C8H24O5PS in total. The level of theory is ωB97M-V with the def2-TZVPD basis set.

Last column: Löwdin charge in e.
Cartesian coordinates (Å):
C (-0.486, -1.753, -1.540)  -0.0297
C (-0.985, -0.700, -0.567)  -0.4252
O (-2.302, -1.012, -0.127)  -0.0116
C (-1.180, 0.668, -1.214)  -0.1567
O (-0.060, 1.030, -2.090)  -0.4645
S (0.916, 2.184, -1.555)  0.9394
P (2.074, 1.891, 0.231)  0.7409
C (0.752, 2.021, 1.461)  -0.3068
O (2.417, 0.297, 0.143)  -0.3227
H (-1.290, -1.997, -2.236)  0.1023
H (0.409, -1.439, -2.078)  0.0802
H (-0.244, -2.667, -0.996)  0.0868
H (-0.319, -0.637, 0.301)  0.1257
H (-2.283, -1.356, 0.775)  0.1112
H (-2.052, 0.618, -1.864)  0.1462
H (-1.351, 1.459, -0.480)  0.1157
H (1.925, 1.898, -2.397)  0.0089
H (0.169, 1.103, 1.543)  0.0441
H (0.091, 2.861, 1.233)  0.0378
H (1.217, 2.228, 2.426)  0.0550
H (3.194, 0.071, 0.679)  0.0805
C (-1.134, 3.936, 5.503)  -0.0870
C (-1.145, 4.604, 4.145)  -0.3048
O (-1.298, 3.661, 3.075)  -0.1125
H (-0.331, 3.200, 5.565)  0.0734
H (-0.990, 4.672, 6.293)  0.0805
H (-2.079, 3.421, 5.691)  0.0764
H (-0.199, 5.110, 3.952)  0.1117
H (-1.939, 5.353, 4.090)  0.1127
H (-2.141, 3.213, 3.205)  0.0856
C (1.708, -5.116, -4.397)  -0.0880
C (0.553, -4.694, -3.510)  -0.3281
O (0.771, -5.029, -2.141)  -0.0871
H (1.875, -6.190, -4.315)  0.0797
H (1.508, -4.873, -5.441)  0.0767
H (2.630, -4.609, -4.102)  0.0723
H (-0.361, -5.210, -3.799)  0.1161
H (0.373, -3.617, -3.606)  0.0892
H (1.584, -4.601, -1.857)  0.0760

Computed properties:
net charge	+1
HOMO-LUMO gap	7.8	eV
LUMO	-4.57	eV
E_HOMO	-12.36	eV